70
Properties=species:S:1:pos:R:3:forces:R:3 method="wB97M-V/def2-TZVPD" total_charge=-1 lumo_energy_ev=2.5
C 0.649815 1.361618 5.118051 0.23 0.09 0.38
C -0.243188 0.607321 4.174832 0.30 -0.14 -0.95
O 0.603102 0.259812 3.025337 -0.73 0.00 1.19
C -0.056892 -0.371306 2.027921 -0.29 -0.44 -0.99
C 0.781338 -1.173243 1.080767 0.81 1.99 0.35
C 2.168861 -0.744195 0.750675 -1.42 -1.30 0.10
O 2.903208 -1.281030 -0.074132 -0.28 0.58 0.37
O 2.598340 0.317012 1.460274 1.13 0.21 -0.18
C 4.015703 0.567904 1.271757 -0.72 -0.06 -0.05
C 4.270557 1.858693 1.989123 0.28 0.30 0.10
C 0.560494 -2.582693 1.136185 -0.76 -1.92 -0.12
C 1.374138 -3.469365 0.378427 -0.11 0.24 0.11
C 1.436421 -4.812686 0.654014 -0.82 -0.84 0.88
C 0.606663 -5.377705 1.655104 -0.27 1.55 -0.07
O 0.784948 -6.703260 1.914238 -0.39 -1.17 0.81
C 0.045125 -7.324390 2.991812 0.56 0.67 -0.96
C -0.350071 -4.549586 2.293565 0.63 -0.94 -0.65
C -0.410867 -3.193731 1.986190 0.65 0.34 -0.39
O -1.278901 -0.317919 1.953177 0.76 -0.14 0.35
H 0.091923 1.691293 5.997751 -0.04 -0.04 -0.01
H 1.465663 0.715713 5.461567 -0.05 0.19 -0.10
H 1.075602 2.254089 4.647922 -0.03 -0.18 0.03
H -0.595427 -0.336233 4.620772 -0.05 0.35 -0.17
H -1.107145 1.201515 3.841241 0.27 -0.26 0.06
H 4.589196 -0.269294 1.697911 -0.19 0.20 -0.18
H 4.219605 0.632008 0.195591 0.10 -0.02 0.31
H 5.345383 2.047084 1.978054 0.01 0.21 0.06
H 3.758451 2.680619 1.474838 0.12 -0.07 0.20
H 3.931148 1.811563 3.032235 0.05 0.00 -0.25
H 2.000573 -3.061510 -0.406997 -0.15 -0.15 0.30
H 2.123702 -5.465358 0.118890 -0.16 0.09 0.05
H 0.408005 -8.354008 2.991752 -0.16 0.12 0.15
H 0.262296 -6.834538 3.952249 -0.06 -0.09 -0.19
H -1.036960 -7.301603 2.795997 0.22 0.00 0.06
H -1.047281 -4.985497 3.012022 0.12 0.20 -0.23
H -1.208785 -2.584752 2.406761 0.32 -0.12 0.11
F -2.089076 -1.718680 -0.718995 -0.04 0.99 -0.27
C -1.866460 -0.486463 -1.234945 -0.04 -0.17 0.73
F -2.443197 -0.456595 -2.464749 0.39 0.09 0.81
F -2.497440 0.442296 -0.480819 -0.05 -0.61 -0.58
S -0.045902 -0.205867 -1.225792 0.21 0.38 -1.11
N -0.092847 0.990460 -2.579798 -0.64 -0.13 -1.50
S -0.242490 0.483942 -4.287025 0.52 0.42 1.36
C -1.793396 1.169971 -4.919764 -0.07 -0.07 -0.27
C -2.680423 0.279007 -5.531666 0.00 0.10 0.08
C -3.844631 0.764368 -6.130661 0.08 0.21 0.11
C -4.136659 2.132543 -6.099193 0.25 -0.11 0.12
C -3.235087 3.019760 -5.500326 0.01 -0.34 -0.07
C -2.050875 2.539736 -4.932430 -0.14 0.08 0.07
O 0.869691 1.119725 -4.934156 -0.49 -0.14 -0.26
O -0.392709 -0.942016 -4.289163 0.10 0.52 0.02
S 0.760467 2.451904 -2.301158 -0.46 -0.50 0.70
C 0.118436 2.929865 -0.710735 -0.06 0.02 0.21
C -1.075082 3.651976 -0.611640 0.18 -0.20 0.05
C -1.541537 3.992623 0.659221 0.03 -0.11 0.00
C -0.823069 3.605165 1.798904 0.09 0.03 -0.21
C 0.388919 2.922093 1.673610 -0.09 0.57 0.06
C 0.861060 2.592571 0.413423 0.00 -0.04 -0.26
O 2.163285 2.165944 -2.169811 -0.55 0.25 -0.14
O 0.269438 3.439224 -3.224840 0.37 -0.15 -0.22
H -2.457510 -0.784508 -5.537716 -0.01 0.20 0.05
H -4.524910 0.064399 -6.618838 0.17 0.22 0.18
H -5.063181 2.505804 -6.540734 0.30 -0.11 0.10
H -3.445867 4.091552 -5.483681 0.09 -0.36 0.00
H -1.340744 3.225199 -4.484032 -0.08 -0.12 -0.08
H -1.612330 3.929404 -1.519087 0.11 -0.06 0.29
H -2.469284 4.565802 0.758378 0.34 -0.28 -0.02
H -1.199163 3.847049 2.794576 0.07 0.01 -0.29
H 1.004195 2.704677 2.544113 -0.28 -0.14 -0.24
H 1.793640 2.054728 0.283655 -0.19 0.12 0.09

96
Properties=species:S:1:pos:R:3:forces:R:3 method="wB97M-V/def2-TZVPD" total_charge=-1 e_above_lowest_kcal_mol=92.9 lumo_energy_ev="-0.7 / -1.4" s2=2.0087 spin_multiplicity=3
Pd -3.073207 0.479499 -0.865802 -0.75 0.37 -0.48
P -0.817877 0.162779 -0.215655 4.17 0.70 1.03
O 0.656791 -0.101392 0.234820 -3.70 0.56 -1.00
O -1.657487 1.302902 0.483276 0.54 0.71 0.57
O -1.808316 -0.972726 -0.054022 -1.54 -3.36 1.32
O -1.118040 0.454119 -1.720851 0.82 0.88 -1.15
C -2.021336 4.727643 1.158185 -0.29 -2.16 0.45
C -1.086465 4.310238 0.049847 2.28 -0.53 4.21
O -0.137055 5.378586 0.211969 2.26 -1.88 -1.57
C -0.719514 6.421791 0.673275 0.51 5.12 3.16
O -0.216897 7.520920 0.968725 -1.49 -3.36 -1.68
O -1.988820 6.097906 1.038323 -0.49 1.65 0.25
F -1.636370 4.446478 -1.056614 -3.12 0.89 -6.21
H -1.579861 4.394721 2.097522 -0.10 0.04 0.34
H -3.039521 4.348352 1.071330 0.09 0.07 -0.17
H -0.610325 3.331596 -0.010583 0.44 0.23 1.22
C 1.861696 0.927116 3.151135 -1.07 0.29 -0.91
C 1.088416 2.203203 2.695416 0.79 -1.74 0.15
O 2.048485 3.173228 2.685109 2.76 0.20 -0.04
C 3.263141 2.687422 3.272136 -0.84 -0.05 2.06
O 4.229324 3.299445 3.589956 -0.95 0.04 -1.27
O 3.050954 1.405242 3.731982 0.01 0.86 -1.16
F 0.135592 2.575988 3.566009 -1.27 0.38 1.01
H 2.008630 0.420182 2.197442 0.55 -0.44 0.25
H 1.345766 0.271998 3.853081 -0.12 0.27 -0.03
H 0.610351 2.051378 1.727692 0.10 0.23 -0.08
C -0.865937 0.453472 -5.210953 0.50 -1.30 0.76
C -0.212377 1.617373 -4.602381 1.34 -0.35 0.39
O -1.221087 2.610119 -4.621984 1.57 -0.42 1.38
C -2.006479 2.282223 -5.630135 -2.50 0.45 -2.00
O -2.808880 3.005977 -6.144012 0.43 -0.21 0.46
O -1.846944 0.993925 -6.019679 -0.56 0.41 -0.66
F 0.836428 2.071693 -5.330274 0.45 0.50 -0.58
H -1.275750 -0.039861 -4.329609 -0.55 -0.56 -0.20
H -0.166639 -0.220618 -5.705617 -0.19 0.13 -0.29
H 0.219644 1.224903 -3.681825 -0.49 1.31 0.77
C -4.435439 -4.033780 0.020829 0.38 0.60 0.63
C -3.003133 -4.064314 0.461856 -1.08 1.88 -1.18
O -2.353320 -4.766003 -0.600953 0.62 0.50 0.46
C -3.295158 -5.494806 -1.253660 0.45 -3.52 -1.12
O -3.174971 -6.425098 -2.038187 0.69 2.79 1.54
O -4.460294 -5.203940 -0.734767 -3.35 0.22 -0.65
F -2.923356 -4.676426 1.630155 1.02 -1.03 1.20
H -4.600128 -3.080432 -0.481279 -0.14 -0.30 -1.05
H -5.149398 -3.986772 0.843113 0.13 -0.81 0.05
H -2.727324 -3.011802 0.527073 1.24 -0.31 0.06
C -0.385644 -2.395581 2.380531 1.30 -2.10 -0.66
C 0.931787 -2.869212 1.792124 -2.78 0.26 -0.83
O 0.924304 -4.259187 2.124405 1.63 0.24 -1.98
C 0.099544 -4.523260 3.145751 0.63 -2.24 2.18
O 0.049730 -5.621945 3.734468 -0.31 4.29 -2.19
O -0.471700 -3.351810 3.454397 -2.14 0.27 1.65
F 1.909817 -2.183248 2.339688 2.52 0.29 1.34
H -1.079402 -2.675406 1.587746 -0.65 0.63 0.52
H -0.323991 -1.339192 2.641974 -0.42 -0.43 0.45
H 0.918760 -2.572027 0.743503 0.39 -1.22 -0.29
C 4.527267 -2.314283 0.476734 -0.98 0.53 -1.02
C 3.790215 -1.019155 0.110309 0.51 -0.01 1.96
O 4.230674 -0.650447 -1.159432 -0.37 0.08 -0.06
C 5.224559 -1.520403 -1.554477 -1.80 -1.22 0.68
O 5.568161 -1.742379 -2.654195 0.76 1.05 -1.01
O 5.505618 -2.298516 -0.523813 2.20 -1.38 0.34
F 4.234402 -0.076710 1.038390 -0.50 0.33 -0.50
H 3.847997 -3.145655 0.288310 0.17 -0.27 0.20
H 4.970020 -2.360867 1.471676 -0.15 0.30 -0.19
H 2.708543 -1.122670 0.196119 0.10 0.59 -0.32
C -0.192866 -2.577005 -2.073235 -2.38 -0.52 -0.71
C 1.248886 -2.105024 -2.145714 -1.84 -0.25 -0.19
O 1.581918 -2.262439 -3.519612 -1.36 0.15 0.02
C 0.488548 -2.872684 -4.148217 -0.33 -2.47 -3.47
O 0.333758 -3.098589 -5.357529 1.30 1.56 3.69
O -0.374977 -3.375818 -3.252903 1.33 0.22 -0.50
F 1.953734 -2.973072 -1.368976 1.04 -0.01 -0.03
H -1.014387 -1.892238 -2.283696 0.78 1.12 0.93
H -0.549857 -3.185196 -1.242119 0.83 0.11 0.25
H 1.318345 -1.084914 -1.768013 0.74 -0.06 -0.25
C 2.067844 2.125179 -1.169718 1.54 -0.70 -1.42
C 3.248626 2.132028 -2.234996 -1.62 -0.44 2.29
O 4.254708 2.792525 -1.426959 -0.99 -0.58 -1.62
C 3.599891 3.694460 -0.659052 1.25 1.85 2.94
O 4.202047 4.528903 0.020274 -2.45 -2.35 -2.35
O 2.232313 3.419849 -0.629058 1.24 0.68 0.40
F 2.889096 2.916072 -3.264912 0.17 0.57 -0.65
H 2.243466 1.343041 -0.431118 0.21 0.19 0.14
H 1.076098 1.910213 -1.567644 0.01 0.69 -0.24
H 3.488922 1.143011 -2.625125 0.77 0.28 0.37
C -3.233131 1.576284 3.438071 -0.95 0.69 -0.82
C -2.746943 0.143342 3.359242 -0.86 1.38 1.08
O -3.861808 -0.570701 3.938349 2.13 -1.82 -2.53
C -4.685924 0.218661 4.568270 -1.71 -0.51 4.59
O -5.440108 -0.214674 5.467397 1.77 2.04 -3.54
O -4.390816 1.491750 4.276220 -0.71 0.70 0.42
F -1.723577 0.023246 4.236793 0.74 -0.65 0.08
H -3.523685 1.972425 2.465060 -0.32 -0.37 -0.24
H -2.556362 2.356256 3.786972 0.30 -0.64 0.62
H -2.431936 -0.107382 2.346326 -0.28 -0.81 0.21

62
Properties=species:S:1:pos:R:3:forces:R:3 method="wB97M-V/def2-TZVPD" total_charge=-1 e_above_lowest_kcal_mol=24.7 lumo_energy_ev="2.6 / 2.6" s2=1.0333 spin_multiplicity=2
Tc -0.252019 -0.739560 -0.909702 0.37 0.21 -0.34
O -0.010433 -4.015268 -3.502940 0.04 0.03 0.00
C 0.162020 -3.046143 -2.756122 -0.10 -0.01 -0.05
N -0.755265 -2.240271 -2.218824 0.02 -0.08 0.10
C -2.152168 -2.484361 -2.531792 0.01 -0.06 0.01
C -2.845740 -1.214289 -2.902578 -0.01 -0.04 -0.07
C -3.454397 -1.074605 -4.122539 0.02 -0.02 0.04
C -4.171365 0.070081 -4.490559 0.00 0.03 0.02
C -4.234677 1.091270 -3.524379 -0.01 -0.02 0.01
C -3.616915 0.954525 -2.322133 0.00 0.06 0.03
N -2.891309 -0.179656 -1.959395 -0.09 -0.03 -0.01
C 1.580340 -2.668062 -2.369383 0.13 -0.01 -0.04
C 2.649681 -3.407186 -2.853517 -0.03 0.04 0.01
C 3.935165 -3.017080 -2.521258 0.02 0.01 0.02
C 4.114261 -1.902712 -1.713239 -0.01 -0.01 0.00
C 2.993993 -1.232033 -1.254215 0.02 -0.01 0.04
N 1.757946 -1.606483 -1.573866 -0.34 0.13 -0.01
H -2.634965 -2.928004 -1.650158 0.01 0.04 0.01
H -2.246682 -3.183090 -3.364564 0.01 -0.02 0.03
H -3.372352 -1.913531 -4.802662 0.00 0.00 -0.01
H -4.641655 0.163256 -5.457967 -0.01 0.00 0.00
H -4.760203 2.018527 -3.716529 0.00 0.00 -0.01
H -3.613850 1.744072 -1.587354 -0.01 0.00 0.00
H 2.432247 -4.259920 -3.480356 0.00 0.00 -0.01
H 4.790412 -3.573925 -2.884140 0.00 0.00 -0.01
H 5.100672 -1.560812 -1.430448 0.00 -0.01 0.00
H 3.075268 -0.373769 -0.596893 0.00 0.00 0.00
C 4.145664 2.289936 3.804576 -0.05 -0.04 -0.02
Si 2.950902 0.936262 3.255615 0.02 0.01 0.10
C 1.739139 0.611974 4.651587 0.07 -0.02 -0.09
C 3.964635 -0.601777 2.892321 -0.04 0.09 0.00
C 2.054962 1.546129 1.727948 0.03 0.05 -0.04
C 2.162352 2.847452 1.258382 0.04 -0.01 0.00
C 1.483389 3.266908 0.109389 -0.01 0.00 -0.04
C 0.731478 2.341576 -0.584551 0.13 -0.03 0.04
N 0.611545 1.080642 -0.162562 -0.18 -0.22 -0.06
C 1.204193 0.692933 0.994187 0.03 -0.04 0.11
S 0.686673 -0.908644 1.325875 -0.11 -0.08 0.22
H 4.782065 1.914002 4.609274 0.00 0.00 0.02
H 3.623349 3.171538 4.182064 -0.02 0.01 -0.01
H 4.797398 2.607976 2.987894 0.01 -0.01 -0.01
H 2.262928 0.344194 5.572555 0.01 -0.01 0.01
H 1.063481 -0.202178 4.385311 -0.01 0.01 -0.02
H 1.135532 1.500471 4.847700 0.00 0.01 0.01
H 4.630827 -0.813010 3.732779 0.00 -0.03 0.01
H 4.581743 -0.458666 2.002208 0.01 0.01 -0.01
H 3.324406 -1.466280 2.718374 -0.01 0.01 -0.01
H 2.783204 3.561397 1.789468 0.00 0.00 0.00
H 1.552057 4.287524 -0.241103 0.00 0.00 -0.01
H 0.205029 2.579450 -1.501254 0.00 0.04 0.01
C -2.133686 -0.178625 -0.743893 0.01 -0.05 -0.07
C -2.912804 0.360851 0.386125 0.00 0.09 0.16
C -2.269449 0.973469 1.471259 -0.01 -0.03 -0.07
C -2.972696 1.420993 2.577503 -0.02 0.01 0.03
C -4.349904 1.262807 2.655286 0.01 0.01 0.00
C -5.008864 0.639425 1.601947 -0.02 0.01 0.01
C -4.307825 0.202800 0.492030 0.04 -0.08 -0.02
H -1.197167 1.072847 1.443181 0.01 0.04 -0.01
H -2.433010 1.891273 3.391847 -0.01 0.00 0.00
H -4.899305 1.608544 3.522478 0.00 0.00 0.00
H -6.081537 0.487196 1.647300 0.00 0.00 0.00
H -4.848713 -0.292360 -0.305589 0.02 0.01 -0.04

| no. | total energy (eV) |
| --- | --- |
| 1 | -89012.180 |
| 2 | -129136.866 |
| 3 | -57358.786 |